# 1
Formula: C48H53N5O4PbSiTe
Source: the Open Molecules 2025 dataset
Level of theory: ωB97M-V with the def2-TZVPD basis set

Structure (XYZ):
```
113
Properties=species:S:1:pos:R:3:lowdin_charge:R:1
C -3.17979 -1.47837 -1.10594 -0.296
H -0.98240 -1.06800 -4.79229 0.127
H 8.32056 -4.18030 -4.70431 0.089
O 5.04663 0.62224 0.81619 0.047
C -4.38104 -3.21333 -2.24076 -0.067
H 1.34688 6.12494 -1.48446 0.035
C 2.04227 0.41549 -4.73452 -0.001
C 0.72936 0.16834 -5.12830 -0.247
C 6.32803 -0.15885 4.10833 -0.065
H -0.46156 -3.45015 -3.62808 0.106
H -3.88406 -1.30868 -3.11603 0.124
H 7.29089 -0.25640 4.59177 0.110
C 4.06821 0.01599 -3.33179 -0.063
H 2.66336 -5.04650 -4.58547 0.093
C -3.87898 3.81524 0.98465 -0.113
H 2.53103 -3.29731 -4.76442 0.092
H 1.90714 5.16089 1.60240 0.039
C -0.23304 -2.70199 -2.86669 -0.041
C -2.36204 3.65488 1.15408 -0.094
C -4.16341 2.69610 2.01434 -0.092
H -1.18352 -2.31089 -2.50413 0.065
Si 0.71437 4.04035 -0.27559 0.451
C 2.56348 0.10898 2.16601 -0.418
H -0.84519 0.55365 -6.54211 0.079
H -4.74977 2.82518 2.91946 0.144
H 0.27104 -3.20256 -2.04702 0.036
O 2.50537 -0.11212 0.90531 -0.310
N 1.51722 0.45570 2.90595 0.082
O 0.24984 -2.36281 0.52035 -0.252
H -2.91534 2.10988 -1.75253 0.162
O -2.66800 -0.18226 -1.15295 -0.062
C 0.03581 -0.84644 -4.49149 0.003
H -2.47542 -1.94623 0.86180 0.106
C 4.13285 -3.95330 -3.47900 -0.271
H 7.36769 -5.56536 -5.24385 0.078
H -4.94015 3.19644 -0.93338 0.152
C 3.86156 0.04965 2.84518 -0.085
H 3.02191 3.54965 -1.07649 0.043
C 3.93830 -0.24410 4.21043 -0.022
Pb 0.23900 -0.14628 -0.13351 1.500
C 0.94432 -3.41540 0.28831 -0.696
C -2.96630 0.70750 -0.08601 -0.421
C -4.85048 1.84342 0.88652 -0.175
H 6.68440 -3.27939 0.20035 0.091
H -0.39853 -4.46778 1.57202 0.076
C 5.04719 0.27253 2.12159 -0.259
H -4.59115 -0.39189 1.05124 0.122
C 5.22143 -4.50638 -4.14230 -0.001
H 4.99416 -2.80016 0.33522 0.051
C 6.67854 -3.89450 -2.35426 -0.005
H -1.76651 4.50005 1.48536 0.130
C 2.64411 -0.30212 -3.71432 -0.302
C -1.83977 2.99784 -0.09881 -0.282
C 0.53482 -4.65784 1.04916 0.000
H -4.33225 4.80012 1.02010 0.151
N -1.92940 0.54319 0.93364 0.066
C 2.22581 2.96188 -0.61575 -0.167
H 5.21343 -0.61907 5.88648 0.105
C 5.88243 -2.73446 -0.29538 -0.069
C 6.50288 -4.45645 -3.61426 -0.249
H 0.21806 5.63343 1.60483 0.027
C -3.82210 -1.94438 -2.24201 -0.015
H 2.01154 -4.07784 -3.25658 0.048
H 4.12859 0.55151 0.49722 0.052
C 1.90665 -1.31901 -3.07167 -0.360
H -2.38330 2.89855 3.24753 0.149
H 5.05647 -4.98788 -5.09942 0.125
H 8.28641 -5.64568 -3.73309 0.086
H 4.12645 0.40227 -2.30878 0.065
H 0.70070 4.05087 2.23407 0.023
C -4.28116 0.53482 0.59738 0.114
H 7.66456 -3.90377 -1.90360 0.128
H -5.93111 1.84862 1.02179 0.154
C 0.09181 0.99466 -6.20756 -0.036
C -3.03727 -2.29681 0.00662 -0.038
C -2.63650 2.53894 2.25189 -0.077
C 5.62698 -3.31293 -1.66220 -0.300
H 2.60405 1.19613 -5.23489 0.126
H 0.42861 -5.50049 0.36986 0.086
C -1.80951 1.31695 1.95340 -0.207
H 6.18385 -1.69028 -0.36795 0.084
C 5.15933 -0.36404 4.83747 -0.080
H -3.52230 -4.18447 0.88243 0.110
H 4.69858 -0.87341 -3.39453 0.074
C 0.89236 4.78894 1.45092 -0.170
H 7.17260 0.34229 2.19056 0.121
C 0.59889 -1.60131 -3.46455 -0.316
H 2.62527 2.54999 0.31177 0.019
C -4.27663 2.83835 -0.15164 -0.113
H 1.98936 2.13820 -1.29340 -0.001
N -0.67019 3.00503 -0.56859 0.056
C -3.61893 -3.55520 0.00753 -0.061
C -4.31172 -4.00763 -1.10601 -0.077
H 1.31942 -4.89922 1.76558 0.089
N 1.94213 -3.59330 -0.54380 -0.210
H -0.52727 1.57696 3.74120 0.137
H 0.75864 1.09289 -7.06391 0.086
C -0.61036 1.14526 2.74875 -0.056
Te 2.90458 -2.05265 -1.31886 1.849
H 0.56670 4.98213 -2.57732 0.030
C -2.98536 2.17819 -0.66954 -0.054
C 6.27452 0.16692 2.76790 -0.008
C 0.53859 5.39669 -1.56901 -0.166
H -4.80064 -4.97197 -1.08284 0.107
C 2.75030 -4.09854 -4.05621 -0.040
C 7.68174 -4.99930 -4.36909 -0.038
H -0.40638 5.92958 -1.45054 0.030
C 4.35625 -3.30739 -2.26019 -0.302
H 4.48360 0.77281 -3.99384 0.090
H 3.01326 -0.38969 4.75029 0.111
H -0.11700 1.99977 -5.83621 0.088
N 0.39770 0.55672 2.20993 -0.077
H -4.88453 -3.57545 -3.12704 0.109
```

Summary:
2S+1: 2
⟨S²⟩: 0.75
ΔE to the lowest compared entry with this formula, charge and spin (kcal per mole): 48.0
Total charge: +1
HOMO energy (alpha / beta) (hartree): -0.3802 / -0.3826
Largest force on an atom (hartree/bohr): 0.0253
E (eV): -86688.7530

***

# 2
Formula: C48H54Br2ClF5O16Si2
Source: the Open Molecules 2025 dataset
Level of theory: ωB97M-V with the def2-TZVPD basis set

Structure (XYZ):
```
128
Properties=species:S:1:pos:R:3:lowdin_charge:R:1
H -6.02498 3.33611 0.18556 0.087
H -2.96881 -1.08389 1.16821 0.098
H -4.70605 2.80613 -2.20865 0.115
C -0.39328 -5.73573 5.62809 -0.301
C 6.48889 1.53567 -1.29968 -0.021
H 2.21512 1.53392 -0.07552 0.081
F 3.78148 5.13715 -1.03254 0.162
C 0.40959 -1.86981 -4.41339 -0.775
H -0.62461 0.92143 -8.53343 0.135
C 1.14214 0.92696 1.71738 -0.195
C 3.95213 2.31365 -2.16536 0.064
O -1.53772 0.52290 -0.70545 -0.135
H 4.64546 -4.52883 -1.76336 0.063
C -2.14243 -1.51479 1.68569 -0.026
H 0.55157 1.91842 3.53328 0.059
C -2.76189 4.20857 4.67602 -0.235
C -1.36012 3.97396 5.18578 -0.300
H 4.96251 -2.30204 -1.68331 0.028
H -4.27127 1.87034 -6.36644 0.116
O -0.94574 7.10543 7.00799 0.121
Cl 0.44330 -3.12171 -5.74561 0.574
C -0.92548 -1.91784 3.73326 -0.101
H -0.81652 -1.79469 4.78794 0.103
C -0.51026 0.17864 -1.63161 -0.189
H 1.69424 -0.69957 3.63490 0.038
F 3.90929 4.95796 -3.13164 0.159
C 1.72714 0.25442 4.12828 -0.075
H -2.54697 2.54254 3.87123 0.121
C 3.74369 -3.98766 -1.56838 -0.820
O -3.23755 3.22975 3.93758 0.128
H -2.72728 -0.76948 3.59693 0.097
H -1.35188 -2.54908 -3.44729 0.089
C -1.36917 -2.50487 -0.49586 -0.155
H 0.39479 1.57695 1.29462 0.104
C -3.05144 4.08836 -8.17820 0.075
C -1.21845 -2.27054 0.96515 -0.265
F 5.62518 5.51298 -2.00751 0.158
H 5.76782 -0.45714 -1.45850 0.094
O 0.28784 -5.02882 4.90982 0.098
C 6.19669 2.89974 -1.43194 0.008
O 0.03050 3.09215 -9.94703 0.125
C 0.00632 -2.67819 3.02524 -0.112
H -1.65878 7.77254 7.05278 0.120
H 1.98946 -5.12218 -1.16491 0.056
O -5.28080 3.44401 -0.40428 -0.032
H 1.44902 -1.71573 -4.19988 0.016
H 1.03870 0.24165 4.95146 0.060
C -0.75163 -7.30257 7.41238 -0.239
H -3.01635 -0.15193 -1.93352 0.132
C -4.98465 1.10499 -0.95953 -0.198
C -1.99818 -1.34024 3.05897 -0.058
H 4.14851 -0.19841 0.73550 0.051
H 3.38988 -5.73836 -0.39450 0.077
C -5.36278 2.48237 -1.41778 -0.255
O 1.41176 -2.11017 -0.98130 -0.234
C -2.73732 -6.49352 6.04370 0.071
F 3.67123 -0.77312 -3.43361 0.026
C 2.88602 -4.83126 -0.65236 -0.162
C -3.44796 5.32531 4.96813 0.074
C -0.14277 -2.84902 1.65113 -0.036
F 2.06906 0.55328 -2.81816 0.028
H -3.68523 4.96123 -8.11572 0.136
C -1.25148 1.79888 -8.46137 0.074
C 2.39211 1.01756 0.84951 -0.211
H -3.79960 -6.50513 5.84679 0.134
O -0.83745 2.91829 4.87741 0.091
H -6.36214 2.42512 -1.83105 0.120
H 3.07964 1.64928 1.37951 0.099
O -2.24215 -4.94058 4.35608 0.122
O -4.34476 2.78221 -6.70950 0.117
H 0.19523 0.26610 -4.59313 0.072
H -1.23254 -8.50657 8.72970 0.119
C -2.82889 6.33773 5.79138 -0.315
H 0.31097 0.87012 -1.51705 0.080
O -2.73390 0.77968 -6.92968 0.096
H -1.44190 -4.48937 4.01386 0.093
H -4.45180 5.50121 4.60945 0.135
H 2.22435 2.06026 3.14690 0.096
C -2.23239 -7.32655 7.11039 -0.317
C 4.23983 0.96215 -2.02810 -0.147
C -0.26542 -0.63912 -4.95350 -0.131
C 4.93597 3.28108 -1.85711 -0.094
C 1.38803 1.38086 3.14137 -0.224
H 2.99713 2.64431 -2.50944 0.127
H 1.17056 -6.53254 6.91692 0.134
H -5.65590 0.79036 -0.17909 0.127
Br 2.95668 -3.80034 -3.32546 0.870
C 3.20579 -0.06336 -2.36856 -0.477
C -0.73158 4.99435 5.99494 0.076
Br 5.06574 -2.97022 0.67290 0.767
H -2.61392 1.58876 -2.06520 0.143
H 2.82026 -0.96634 1.49427 0.069
H -0.88506 0.34485 -2.62770 0.059
H -0.03006 4.00433 -10.29224 0.122
H 0.72826 -0.07053 1.70019 0.093
H -1.41175 -3.55638 -0.72298 0.098
O -3.35596 7.38175 6.13092 0.103
Si 2.81636 -1.27924 -0.89477 0.535
H 7.45493 1.22087 -0.97803 0.103
C -0.99576 2.92992 -9.13602 -0.236
C -1.41740 6.11022 6.28174 -0.238
C 3.08712 -0.33748 0.66291 -0.234
C -1.87937 -5.73693 5.34034 -0.230
C -0.29658 -2.48856 -3.24403 -0.289
H -1.29601 -0.63333 -4.65086 0.070
Si -0.09026 -1.67456 -1.57140 0.571
C 4.57343 4.71028 -2.00880 -0.650
C 5.51315 0.57298 -1.58731 -0.003
C 4.18571 -2.63244 -1.02826 -0.743
O -2.91213 -8.06005 7.80547 0.101
H 0.55574 -3.45595 1.11006 0.096
H -5.10231 0.42165 -1.79365 0.124
O -0.40768 -8.08511 8.41754 0.119
C -3.30684 2.95655 -7.50797 -0.238
H 2.57126 -4.29026 0.21817 0.040
H -2.30546 -2.07996 -0.82262 0.080
O -3.68428 1.02636 -0.42260 -0.072
C -1.87852 4.15240 -9.02500 -0.312
C 0.11006 -6.55267 6.71065 0.074
C -2.72559 0.74606 -1.38333 -0.298
H 0.27665 4.82193 6.34340 0.136
H -0.25690 -0.62147 -6.02391 0.047
H 6.93234 3.63529 -1.21127 0.113
C -2.41136 1.74377 -7.60089 -0.311
H 0.82846 -3.14934 3.50506 0.088
O -1.53986 5.12684 -9.66911 0.109
H 0.09508 -3.47803 -3.09100 0.040
H 2.72218 0.36463 4.51657 0.064
```

Summary:
SMILES string: CCCCC[Si@](O[Si@](COCOCCO)(Cc1ccccc1)C[C@H](C)Cl)([C@@H](Br)[C@@H](C)Br)C(F)(F)c1cccc(C(F)(F)F)c1.O=C1C=C(O)C(=O)C=C1O.O=C1C=C(O)C(=O)C=C1O.O=C1C=C(O)C(=O)C=C1O
Total charge: 0
HOMO energy (hartree): -0.3231
Largest force on an atom (hartree/bohr): 0.0282
E (eV): -265364.4285

***

> Which of these has the lowest largest force on an atom?

C48H53N5O4PbSiTe